No. 1
Molecular formula: C2H4N4O2
Method: DFT, ωB97M-V with the def2-TZVPD basis set

XYZ file:
```
12
Properties=species:S:1:pos:R:3:nbo_charge:R:1
C 0.6293 1.0279 -0.6387 0.61
C -0.6654 -0.2984 0.3448 0.48
H 2.2264 1.6850 -1.4403 0.52
H -0.0611 -1.4894 1.7163 0.49
H -1.9880 -1.3495 -0.4538 0.34
H -0.7229 -0.7489 -1.5925 0.41
N 1.1574 0.9131 0.4959 -0.36
N 0.0691 0.3114 1.2767 0.00
N -1.2891 -1.4499 0.4968 -0.78
N -0.7020 0.4048 -0.6811 -0.56
O 1.0188 1.6324 -1.7346 -0.61
O 0.3277 -0.6386 2.2104 -0.53
```

## Properties
E_HOMO ... -9.302 eV
E_LUMO ... -0.03621 hartree
E_tot ... -447.83931 Ha
Orbital gap ... 8.32 eV
Relative energy (zero: lowest compared OMol25 entry of this formula, charge and spin) ... 7.159 eV

No. 2
Molecular formula: C2H4N4OS
Method: DFT, ωB97M-V with the def2-TZVPD basis set

XYZ file:
```
12
Properties=species:S:1:pos:R:3:nbo_charge:R:1
H -0.9683 2.1803 0.1952 0.35
N -1.1621 1.1763 0.0058 -0.79
C -0.1455 0.4203 0.0349 0.34
C -0.1552 -1.2158 0.0073 0.40
N -1.3512 -1.7648 0.0456 -0.78
N 1.0219 -1.6864 -0.0737 -0.70
S 2.2129 -0.6228 -0.1100 0.68
N 1.1421 0.7601 -0.0539 -0.29
O 1.5635 2.0560 0.1096 -0.51
H -2.0410 -1.1370 0.3242 0.43
H -1.2069 -2.6907 0.1612 0.40
H 1.0898 2.5246 -0.6462 0.47
```

## Properties
SMILES string ... [H]/N=c1/c(N)nsn1O
E_HOMO ... -7.827 eV
E_LUMO ... 0.02204 hartree
E_tot ... -770.95578 Ha
Orbital gap ... 8.43 eV
Relative energy (zero: lowest compared OMol25 entry of this formula, charge and spin) ... 2.239 eV

No. 3
Molecular formula: C2H4N4P2
Method: DFT, ωB97M-V with the def2-TZVPD basis set

XYZ file:
```
12
Properties=species:S:1:pos:R:3:nbo_charge:R:1
H -3.6492 1.9337 0.2188 0.45
N -3.4075 1.0436 0.0416 -1.09
P -3.5073 -0.4279 -0.0156 1.42
N -1.6056 -1.2700 0.0515 -0.92
C -0.8348 -0.2092 0.2389 0.39
N 0.5196 -0.2315 0.1378 -0.48
C 1.2491 -1.3906 0.0239 0.47
N 0.5653 -2.5013 -0.0996 -0.86
P -0.9477 -2.8920 0.0794 1.61
H -1.1021 0.7899 0.2545 0.25
H 0.9622 0.6864 0.3278 0.48
H 2.2864 -1.2084 -0.1472 0.27
```

## Properties
SMILES string ... [H]/N=P/[n+]1c[nH+]cnp1
E_HOMO ... -19.146 eV
E_LUMO ... -0.41026 hartree
E_tot ... -979.61650 Ha
Orbital gap ... 7.98 eV
Net charge ... +2
Relative energy (zero: lowest compared OMol25 entry of this formula, charge and spin) ... 0.259 eV

No. 4
Molecular formula: C2H4N4S
Method: DFT, ωB97M-V with the def2-TZVPD basis set

XYZ file:
```
11
Properties=species:S:1:pos:R:3:nbo_charge:R:1
C 1.5636 -1.5673 -0.1577 -0.33
C 0.5281 -0.6378 -0.0369 0.11
N 2.7659 -1.0882 0.0934 0.06
N 3.5570 -0.2984 0.1901 0.15
N 0.5439 0.6885 0.0392 -0.28
N -0.6279 1.3550 0.1580 -0.64
S 1.9134 1.7144 -0.2190 -0.27
H 1.3325 -2.5781 -0.1997 0.24
H -0.4373 -1.1460 0.0647 0.22
H -0.4122 2.2797 0.5630 0.38
H -0.9912 1.5693 -0.7111 0.35
```

## Properties
E_HOMO (alpha / beta) ... -7.508 / -7.507 eV
E_LUMO (alpha / beta) ... -0.00143 / -0.00147 hartree
E_tot ... -695.67814 Ha
Orbital gap (alpha / beta) ... 7.47 / 7.47 eV
Relative energy (zero: lowest compared OMol25 entry of this formula, charge and spin) ... 4.185 eV

No. 5
Molecular formula: C2H4N4S
Method: DFT, ωB97M-V with the def2-TZVPD basis set

XYZ file:
```
11
Properties=species:S:1:pos:R:3:nbo_charge:R:1
C 2.3750 0.0962 -0.8062 0.15
N 3.5143 -0.4702 -0.4201 -0.28
N 3.9404 0.3423 0.4754 -0.07
N 3.3051 1.3536 0.7063 -0.05
N 2.1963 1.2209 -0.0552 -0.39
H 1.6503 -0.2453 -1.4375 0.21
H 1.5643 1.9486 -0.3388 0.42
C -2.3402 -0.0710 0.4349 -0.42
S -1.0527 0.8260 0.0557 0.04
H -2.5019 -0.9500 -0.0470 0.18
H -3.1087 0.2448 1.1743 0.20
```

## Properties
SMILES string ... c1nnn[nH]1.C=S
E_HOMO ... -9.601 eV
E_LUMO ... -0.03755 hartree
E_tot ... -695.71080 Ha
Orbital gap ... 8.58 eV
Relative energy (zero: lowest compared OMol25 entry of this formula, charge and spin) ... 3.296 eV

No. 6
Molecular formula: C2H4N4S
Method: DFT, ωB97M-V with the def2-TZVPD basis set

XYZ file:
```
11
Properties=species:S:1:pos:R:3:nbo_charge:R:1
C 1.9160 -0.0323 1.4868 -0.07
C -0.6222 -1.3566 -0.2818 0.02
N 1.8504 0.1308 0.3168 0.01
N 0.0372 -2.0764 -0.8832 -0.30
N 2.0801 0.4271 -0.8477 -0.54
N -2.2048 0.9337 -0.4065 -0.95
S -1.6214 -0.3135 0.6501 0.44
H 1.2309 -0.1847 2.2935 0.22
H 2.3071 -0.1394 -1.6274 0.39
H -3.1825 0.8008 -0.5368 0.39
H -1.7909 1.8104 -0.1637 0.40
```

## Properties
E_HOMO ... -8.735 eV
E_LUMO ... 0.00097 hartree
E_tot ... -695.65769 Ha
Orbital gap ... 8.76 eV
Relative energy (zero: lowest compared OMol25 entry of this formula, charge and spin) ... 4.741 eV